Entry 1:
Entry from the OMol25 dataset: an isolated ion of composition C3H8N3OS and charge +1 at a distorted geometry (wB97M-V/def2-TZVPD).

Last column: natural (NBO) charge in e.
Geometry (Å):
C1 3.181 -0.983 0.198  -0.7576
S1 1.576 -1.025 -0.610  0.3547
N1 0.750 0.361 0.432  -0.5661
N2 0.112 1.315 -0.297  -0.3588
C2 -1.194 1.537 -0.451  0.3434
N3 -2.105 0.733 -0.007  -0.5047
C3 -2.789 -0.234 0.424  0.5305
O1 -3.241 -1.274 -0.225  -0.5810
H1 3.751 -1.916 -0.241  0.2636
H2 3.331 -1.099 1.214  0.2383
H3 3.582 -0.040 -0.050  0.2278
H4 0.316 -0.017 1.269  0.4036
H5 0.708 1.817 -1.001  0.4306
H6 -1.658 2.453 -0.922  0.2616
H7 -3.362 -0.341 1.373  0.2151
H8 -2.958 -1.288 -1.106  0.4988

Calculated values
HOMO level: -12.7 eV
Energy above the lowest of the compared OMol25 structures with the same formula, charge and spin: 63.2 kcal/mol
SMILES: CSN/[NH+]=C\N=C/O
HOMO-LUMO gap: 0.3264 Eh
Total charge: +1

Entry 2:
Entry from the OMol25 dataset: one molecule with the formula C5H4 at a distorted geometry (wB97M-V/def2-TZVPD).

Last column: natural (NBO) charge in e.
Geometry (Å):
C1 -1.399 0.715 -0.654  -0.2053
C2 -0.353 0.253 -1.022  -0.0010
C3 0.917 -0.377 -0.683  -0.5499
C4 0.709 -0.400 0.761  -0.0023
C5 0.007 -0.139 1.700  -0.2035
H1 -2.351 1.159 -0.723  0.2273
H2 1.775 0.231 -0.971  0.2537
H3 1.013 -1.379 -1.108  0.2537
H4 -0.317 -0.062 2.699  0.2273

Calculated values
HOMO level: -9.1 eV
Energy above the lowest of the compared OMol25 structures with the same formula, charge and spin: 37.8 kcal/mol
SMILES: C#CCC#C
HOMO-LUMO gap: 0.3601 Eh

Entry 3:
Entry from the OMol25 dataset: one molecule with the formula C5H11N at a distorted geometry (wB97M-V/def2-TZVPD).

Last column: natural (NBO) charge in e.
Geometry (Å):
C1 -1.300 1.399 0.082  -0.4861
C2 -0.455 0.417 -0.250  0.1888
C3 0.447 -0.248 0.765  -0.4552
C4 0.709 0.639 1.974  -0.6075
N1 -0.626 -0.195 -1.518  -0.6223
C5 0.125 -1.397 -1.809  -0.4281
H1 -2.098 1.655 -0.606  0.2004
H2 -1.178 2.020 0.952  0.2004
H3 0.045 -1.208 1.100  0.2201
H4 1.402 -0.540 0.316  0.2083
H5 1.365 1.491 1.804  0.2107
H6 -0.137 0.953 2.574  0.2132
H7 1.299 0.020 2.665  0.2066
H8 -0.464 0.425 -2.294  0.3745
H9 1.217 -1.348 -1.796  0.1728
H10 -0.195 -1.822 -2.768  0.2080
H11 -0.156 -2.261 -1.189  0.1953

Calculated values
HOMO level: -8.0 eV
Energy above the lowest of the compared OMol25 structures with the same formula, charge and spin: 26.0 kcal/mol
SMILES: C=C(CC)NC
HOMO-LUMO gap: 0.3343 Eh

Entry 4:
Entry from the OMol25 dataset: a 5-piece molecular cluster, C53H119N2OP2 overall at a distorted geometry (wB97M-V/def2-TZVPD).

Last column: Löwdin charge in e.
Geometry (Å):
C1 -0.405 -0.346 1.003  -0.3867
O1 -1.562 -0.061 1.719  -0.4150
H1 -0.497 -0.231 -0.077  0.0255
H2 0.398 0.335 1.284  0.0208
H3 -0.112 -1.389 1.128  0.0276
C2 -7.029 -0.372 -5.103  -0.1026
C3 -7.244 -0.155 -3.583  -0.2462
C4 -5.996 -0.450 -2.619  -0.1990
C5 -6.300 -0.289 -1.070  -0.2364
P1 -4.714 -0.304 -0.095  1.0248
C6 -3.483 0.651 -1.065  -0.2501
C7 -3.929 2.135 -1.069  -0.2393
C8 -3.009 3.016 -1.949  -0.2353
C9 -1.827 3.567 -1.194  -0.0980
C10 -5.187 0.346 1.454  -0.2795
C11 -6.216 -0.505 2.272  -0.2241
C12 -6.633 0.048 3.625  -0.2772
C13 -7.624 -0.887 4.245  -0.0983
C14 -4.141 -2.033 0.024  -0.2579
C15 -3.401 -2.740 -1.149  -0.2085
C16 -2.839 -4.067 -0.564  -0.2476
C17 -2.045 -4.921 -1.556  -0.0896
H4 -7.958 -0.074 -5.590  0.0801
H5 -6.660 -1.371 -5.332  0.0709
H6 -6.208 0.276 -5.409  0.0644
H7 -8.163 -0.686 -3.338  0.0999
H8 -7.560 0.881 -3.455  0.0985
H9 -5.248 0.265 -2.964  0.0869
H10 -5.667 -1.473 -2.801  0.0920
H11 -7.093 -0.968 -0.757  0.0995
H12 -6.729 0.687 -0.844  0.0832
H13 -3.104 0.351 -2.042  0.0976
H14 -2.598 0.665 -0.430  0.0591
H15 -4.030 2.337 -0.002  0.0811
H16 -4.976 2.323 -1.307  0.1020
H17 -3.647 3.802 -2.354  0.1014
H18 -2.596 2.503 -2.818  0.1104
H19 -1.320 2.740 -0.696  0.0600
H20 -2.109 4.199 -0.352  0.0479
H21 -1.124 4.051 -1.872  0.0845
H22 -5.669 1.311 1.295  0.1018
H23 -4.284 0.553 2.028  0.0790
H24 -5.981 -1.565 2.366  0.1116
H25 -7.132 -0.561 1.684  0.1077
H26 -7.107 1.019 3.482  0.1159
H27 -5.752 0.272 4.226  0.0872
H28 -8.564 -0.867 3.693  0.0862
H29 -7.961 -0.546 5.224  0.0836
H30 -7.223 -1.901 4.257  0.0855
H31 -5.047 -2.584 0.276  0.0968
H32 -3.544 -1.952 0.932  0.0872
H33 -2.616 -2.086 -1.530  0.0941
H34 -4.109 -2.998 -1.936  0.1051
H35 -3.745 -4.586 -0.252  0.1107
H36 -2.248 -3.876 0.332  0.0955
H37 -1.236 -5.527 -1.149  0.0674
H38 -1.559 -4.330 -2.333  0.0400
H39 -2.812 -5.478 -2.093  0.0807
C18 1.099 -4.415 1.522  -0.1012
C19 2.186 -3.345 1.347  -0.2203
C20 2.181 -2.901 -0.166  -0.2368
C21 2.565 -4.042 -1.136  -0.2543
P2 3.453 -3.590 -2.693  1.0340
C22 3.903 -5.088 -3.632  -0.2358
C23 4.406 -6.192 -2.669  -0.2664
C24 4.498 -7.505 -3.317  -0.2768
C25 5.531 -7.492 -4.430  -0.1013
C26 5.012 -2.737 -2.198  -0.2687
C27 5.978 -2.396 -3.329  -0.2364
C28 7.323 -1.783 -2.858  -0.2417
C29 8.371 -1.306 -3.942  -0.0769
C30 2.419 -2.526 -3.749  -0.2359
C31 1.057 -3.161 -4.302  -0.2055
C32 0.304 -2.240 -5.265  -0.2360
C33 -0.888 -1.492 -4.596  -0.0928
H40 0.141 -4.003 1.203  0.0595
H41 0.997 -4.716 2.565  0.0801
H42 1.239 -5.341 0.965  0.0693
H43 3.202 -3.672 1.567  0.1081
H44 1.818 -2.504 1.935  0.0964
H45 2.873 -2.061 -0.229  0.0808
H46 1.230 -2.476 -0.487  0.0935
H47 1.697 -4.541 -1.565  0.0898
H48 3.077 -4.847 -0.607  0.0907
H49 4.630 -4.756 -4.374  0.0948
H50 2.937 -5.302 -4.089  0.0903
H51 3.612 -6.411 -1.955  0.0998
H52 5.281 -5.861 -2.110  0.1249
H53 3.528 -7.832 -3.692  0.1210
H54 4.773 -8.291 -2.613  0.1237
H55 6.442 -7.026 -4.054  0.0756
H56 5.265 -6.968 -5.348  0.0755
H57 5.993 -8.442 -4.696  0.0811
H58 5.481 -3.283 -1.379  0.1058
H59 4.717 -1.892 -1.576  0.0713
H60 5.559 -1.776 -4.122  0.1094
H61 6.200 -3.322 -3.859  0.1015
H62 7.840 -2.361 -2.092  0.1045
H63 7.180 -0.888 -2.252  0.0820
H64 8.819 -0.379 -3.583  0.0656
H65 7.892 -1.013 -4.876  0.0707
H66 9.149 -2.062 -4.047  0.0738
H67 3.043 -2.042 -4.501  0.0966
H68 2.169 -1.705 -3.078  0.0845
H69 0.357 -3.376 -3.495  0.0854
H70 1.375 -4.074 -4.806  0.0948
H71 -0.053 -2.733 -6.170  0.1174
H72 1.059 -1.478 -5.458  0.0957
H73 -0.544 -0.840 -3.793  0.0657
H74 -1.554 -2.262 -4.205  0.0588
H75 -1.428 -0.943 -5.367  0.0765
C34 2.183 1.655 -0.951  -0.0830
C35 3.746 1.799 -0.860  -0.2079
C36 4.274 2.262 0.507  -0.1891
C37 5.794 2.522 0.585  -0.0697
N1 6.164 2.977 2.067  -0.2153
C38 5.606 2.023 3.161  -0.0691
C39 6.598 1.998 4.394  -0.1325
C40 7.685 2.921 4.021  -0.1674
C41 7.661 2.804 2.476  -0.0777
C42 5.711 4.423 2.169  0.0271
H76 1.575 2.312 -0.330  0.0391
H77 1.855 0.620 -0.852  0.0509
H78 1.742 2.008 -1.883  0.0718
H79 3.933 2.555 -1.623  0.1077
H80 4.144 0.858 -1.239  0.0942
H81 4.168 1.380 1.139  0.1025
H82 3.628 3.029 0.935  0.0907
H83 6.254 3.200 -0.134  0.1344
H84 6.254 1.568 0.327  0.1266
H85 4.594 2.383 3.346  0.1240
H86 5.539 1.004 2.780  0.1256
H87 6.138 2.392 5.301  0.1263
H88 6.903 0.962 4.537  0.1289
H89 7.745 3.981 4.269  0.1220
H90 8.657 2.610 4.404  0.1332
H91 8.210 3.500 1.842  0.1362
H92 7.981 1.815 2.146  0.1352
H93 4.626 4.503 2.104  0.0915
H94 6.141 5.113 1.442  0.1193
H95 5.933 4.756 3.183  0.1047
C43 -4.301 6.284 0.026  -0.0535
C44 -3.411 6.186 1.379  -0.2209
C45 -3.659 4.933 2.216  -0.1903
C46 -2.995 4.953 3.631  -0.1108
N2 -2.592 3.591 4.173  -0.1821
C47 -3.901 2.826 4.227  -0.1200
C48 -3.706 1.851 5.325  -0.1739
C49 -2.754 2.467 6.344  -0.1344
C50 -2.223 3.714 5.706  -0.0462
C51 -1.503 2.861 3.364  -0.0842
C52 -0.168 3.643 3.204  -0.1809
C53 0.842 3.062 2.148  -0.0856
H96 -5.372 6.392 0.197  0.0744
H97 -4.199 5.484 -0.707  0.0406
H98 -3.840 7.132 -0.479  0.0724
H99 -3.599 7.081 1.972  0.1090
H100 -2.342 6.180 1.164  0.0947
H101 -3.249 4.111 1.630  0.0782
H102 -4.743 4.829 2.264  0.1191
H103 -3.687 5.420 4.333  0.1320
H104 -2.110 5.582 3.716  0.1270
H105 -4.030 2.282 3.291  0.1136
H106 -4.754 3.467 4.450  0.1496
H107 -3.319 0.895 4.971  0.1234
H108 -4.652 1.611 5.810  0.1203
H109 -1.954 1.803 6.672  0.1258
H110 -3.364 2.665 7.225  0.1262
H111 -1.143 3.859 5.725  0.1222
H112 -2.723 4.626 6.032  0.1327
H113 -1.927 2.758 2.365  0.1039
H114 -1.369 1.834 3.705  0.1309
H115 0.383 3.796 4.132  0.1030
H116 -0.471 4.586 2.747  0.0952
H117 1.176 2.070 2.452  0.0725
H118 1.641 3.791 2.009  0.0631
H119 0.359 2.980 1.174  0.0476

Calculated values
HOMO level: -12.0 eV
Energy above the lowest of the compared OMol25 structures with the same formula, charge and spin: 69.8 kcal/mol
HOMO-LUMO gap: 0.2384 Eh
Total charge: +3

Entry 5:
Entry from the OMol25 dataset: C22H17BrN3O4Ru as an isolated structure (wB97M-V/def2-TZVPD).

Last column: natural (NBO) charge in e.
Geometry (Å):
Ru1 0.367 -0.026 -0.489  1.1867
O1 1.637 0.693 -1.833  -0.6678
C1 2.251 1.824 -1.559  0.4926
C2 2.268 2.843 -2.527  -0.2837
C3 2.970 4.005 -2.307  -0.1554
C4 3.699 4.209 -1.128  -0.2729
C5 3.700 3.224 -0.171  -0.1403
C6 2.961 2.047 -0.355  -0.2699
C7 3.052 0.953 0.574  0.2019
N1 2.170 0.028 0.624  -0.4218
C8 2.502 -1.254 1.234  -0.2420
C9 2.168 -2.291 0.165  -0.2296
N2 0.812 -2.004 -0.290  -0.4392
C10 -0.074 -2.937 -0.318  0.1887
C11 -1.441 -2.805 -0.722  -0.2640
C12 -2.287 -3.918 -0.534  -0.1323
C13 -3.598 -3.894 -0.924  -0.2813
C14 -4.096 -2.735 -1.545  -0.1715
C15 -3.304 -1.638 -1.755  -0.2348
C16 -1.950 -1.624 -1.339  0.3941
O2 -1.245 -0.562 -1.570  -0.6503
H1 1.696 2.684 -3.431  0.2306
H2 2.951 4.783 -3.061  0.2130
H3 4.258 5.122 -0.981  0.2134
H4 4.271 3.346 0.743  0.2042
H5 3.958 0.854 1.176  0.1772
H6 1.887 -1.412 2.117  0.2128
H7 3.556 -1.302 1.517  0.1991
H8 2.273 -3.317 0.526  0.1980
H9 2.841 -2.143 -0.683  0.2178
H10 0.236 -3.934 0.000  0.1810
H11 -1.875 -4.805 -0.064  0.2037
H12 -4.240 -4.749 -0.764  0.2154
H13 -5.130 -2.709 -1.868  0.2135
H14 -3.683 -0.746 -2.237  0.2259
Br1 -0.613 -2.035 2.776  0.0750
C17 -1.335 -0.325 2.401  0.1734
C18 -2.174 0.182 3.377  -0.2765
C19 -2.838 1.368 3.124  -0.1318
C20 -2.644 1.979 1.902  -0.2135
C21 -1.759 1.419 1.000  0.1416
N3 -1.079 0.276 1.239  -0.4686
C22 -1.490 2.161 -0.298  0.7532
O3 -2.290 3.004 -0.654  -0.6237
O4 -0.385 1.844 -0.854  -0.6748
H15 -2.310 -0.363 4.299  0.2403
H16 -3.500 1.793 3.866  0.2286
H17 -3.147 2.887 1.604  0.2640

Calculated values
HOMO level (spin up / spin down): -7.7 / -7.6 eV
<S²>: 0.76
Energy above the lowest of the compared OMol25 structures with the same formula, charge and spin: 3.9 kcal/mol
HOMO-LUMO gap (spin up / spin down): 0.2811 / 0.2503 Eh
2S+1: 2

Entry 6:
Entry from the OMol25 dataset: a 2-piece molecular cluster, C3H9NO2 overall at a distorted geometry (wB97M-V/def2-TZVPD).

Last column: natural (NBO) charge in e.
Geometry (Å):
C1 -0.083 -1.780 -2.233  -0.7386
C2 0.310 -0.359 -2.137  0.7940
O1 1.190 0.236 -2.673  -0.5264
O2 -0.480 0.307 -1.186  -0.7575
H1 -1.012 -1.927 -2.793  0.2476
H2 -0.313 -2.165 -1.235  0.2474
H3 0.676 -2.406 -2.700  0.2378
H4 -1.033 0.972 -1.612  0.4952
C3 -0.384 1.375 2.378  -0.4421
N1 0.812 0.505 2.599  -0.8419
H5 -0.635 1.357 1.321  0.1951
H6 0.007 2.388 2.536  0.1845
H7 -1.031 1.295 3.249  0.2074
H8 0.537 -0.459 2.657  0.3466
H9 1.439 0.661 1.828  0.3510

Calculated values
HOMO level: -9.0 eV
Energy above the lowest of the compared OMol25 structures with the same formula, charge and spin: 36.2 kcal/mol
SMILES: CC(=O)O.CN
HOMO-LUMO gap: 0.3517 Eh

Entry 7:
Entry from the OMol25 dataset: C17H48BrCuN6O5 as an isolated structure at a distorted geometry (wB97M-V/def2-TZVPD).

Last column: Löwdin spin population.
Geometry (Å):
Cu1 0.322 -3.111 -2.181  -0.0001
Br1 0.320 -0.674 -0.783  0.0906
C1 1.834 -0.305 3.076  0.0000
O1 2.080 -0.208 4.265  0.0000
N1 1.379 0.668 2.294  -0.0001
N2 1.909 -1.412 2.361  0.0000
H1 0.941 0.379 1.431  0.0000
H2 1.236 1.612 2.624  0.0000
H3 2.382 -2.158 2.850  0.0000
H4 1.797 -1.465 1.358  0.0000
C2 0.831 3.054 -2.338  0.0015
C3 -0.205 2.816 -3.428  0.0010
C4 0.448 2.133 -4.652  0.0011
O2 -0.585 1.707 -5.516  0.0010
C5 -0.129 0.914 -6.562  0.0001
N3 -1.166 1.876 -2.886  0.0019
H5 1.216 2.185 -1.806  0.0008
H6 0.480 3.669 -1.509  0.0003
H7 1.675 3.513 -2.854  0.0000
H8 -0.680 3.761 -3.691  0.0005
H9 0.924 1.269 -4.188  0.0003
H10 1.179 2.708 -5.219  0.0000
H11 -0.974 0.611 -7.180  0.0000
H12 0.222 -0.049 -6.191  0.0000
H13 0.558 1.355 -7.284  0.0000
H14 -1.416 1.262 -3.648  0.0000
H15 -0.636 1.271 -2.275  0.0000
C6 3.710 1.842 -0.296  0.0014
C7 4.368 0.590 -0.890  0.0876
C8 4.706 -0.454 0.115  0.0747
O3 5.762 -1.337 -0.346  0.0029
C9 6.288 -2.245 0.605  0.0024
N4 3.524 0.035 -1.911  0.6508
H16 4.173 2.215 0.617  -0.0002
H17 2.669 1.583 -0.103  0.0004
H18 3.708 2.701 -0.968  0.0008
H19 5.308 0.862 -1.371  0.0241
H20 3.827 -1.069 0.308  -0.0013
H21 4.915 -0.007 1.087  0.0149
H22 6.495 -1.932 1.628  0.0001
H23 7.256 -2.595 0.247  0.0003
H24 5.637 -3.109 0.740  0.0000
H25 3.856 -0.883 -2.171  0.0187
H26 2.584 -0.128 -1.578  0.0158
C10 -0.939 -3.840 1.258  0.0000
C11 -2.055 -3.746 0.250  0.0001
C12 -2.825 -2.408 0.230  0.0020
O4 -3.703 -2.402 -0.875  0.0007
C13 -4.746 -1.431 -0.917  0.0000
N5 -1.454 -4.105 -1.055  0.0002
H27 -1.265 -3.561 2.260  0.0000
H28 -0.064 -3.227 1.041  0.0000
H29 -0.446 -4.810 1.312  0.0000
H30 -2.756 -4.565 0.407  0.0001
H31 -2.173 -1.535 0.215  0.0022
H32 -3.495 -2.453 1.088  0.0002
H33 -5.171 -1.272 -1.908  0.0000
H34 -4.268 -0.475 -0.703  0.0000
H35 -5.525 -1.525 -0.160  0.0000
H36 -1.193 -5.062 -0.863  0.0000
H37 -2.233 -4.228 -1.686  0.0000
C14 -4.429 2.128 4.485  0.0000
C15 -3.076 1.307 4.443  0.0000
C16 -2.237 1.497 3.108  0.0000
O5 -2.952 0.977 1.993  0.0007
C17 -2.453 1.512 0.819  0.0007
N6 -2.391 1.611 5.701  0.0000
H38 -4.986 2.238 5.416  0.0000
H39 -5.066 1.715 3.703  0.0000
H40 -4.287 3.145 4.119  0.0000
H41 -3.409 0.269 4.426  0.0000
H42 -1.272 0.992 3.146  0.0000
H43 -2.126 2.581 3.129  0.0000
H44 -2.455 2.602 0.816  0.0001
H45 -3.096 1.087 0.048  0.0000
H46 -1.424 1.165 0.735  0.0006
H47 -3.039 1.511 6.469  0.0000
H48 -1.724 0.856 5.769  0.0000

Calculated values
HOMO level (spin up / spin down): -10.8 / -10.8 eV
<S²>: 0.75
Energy above the lowest of the compared OMol25 structures with the same formula, charge and spin: 124.0 kcal/mol
HOMO-LUMO gap (spin up / spin down): 0.2331 / 0.1013 Eh
2S+1: 2
Total charge: +1